ORCA calculation (ωB97M-V/def2-TZVPD) on C21H15BrCaN6O3S4 as an isolated structure at a distorted geometry.

The LUMO energy comes out at 3.5 eV. The value obtained for the HOMO energy is -1.1 eV.

ORCA input file:
```
! wB97M-V def2-TZVPD RIJCOSX def2/J DEFGRID3
* xyz -2 1
N -2.04050 -1.11764 2.33574
H -1.99713 0.31893 -4.53599
C -0.47432 -0.35494 -3.18906
Ca 0.61764 -1.64033 1.73913
C 2.06970 -0.53395 4.92380
O 2.83034 -0.83162 -1.30023
C 1.79475 0.07725 -3.86700
C -4.77453 -0.97909 2.03607
C 1.51685 3.01072 -0.12940
H -4.75902 -3.09707 2.42223
Br -6.66022 -0.88307 1.82652
H -1.63223 1.47440 -6.55638
C -4.01468 0.16384 1.90204
H -4.46109 1.12178 1.67940
H 1.96063 3.79639 -0.73110
C -2.80036 -2.20261 2.45204
H 2.03094 1.08710 -5.74305
C 3.15315 -0.52997 4.10061
H -2.27871 -3.12742 2.66720
S 1.43268 -1.17800 -1.42497
H 0.29941 2.34016 2.94518
C 4.42758 -0.10699 4.66840
S 3.22264 -0.97198 2.40763
O -1.62220 -3.05422 0.01118
H -1.98817 0.89523 1.97579
O 1.09948 -2.57321 -1.55421
S -0.59895 -4.07694 0.33432
H -0.19076 2.49310 -6.58439
H -0.19384 0.95064 -7.43180
N 0.37365 1.00529 1.39851
C 1.33524 1.75782 -0.67215
H 1.64854 1.54815 -1.68070
N 2.36360 0.22916 7.40342
C 0.77015 0.76683 0.14621
C -2.64100 0.03577 2.06590
C -0.54221 1.46025 -6.53008
N 0.51172 -0.55479 -0.28936
C 2.25979 -0.10721 6.30510
N 5.44946 0.22194 5.08983
C -0.93009 0.25201 -4.35045
C -0.04122 0.78425 -5.27951
S 0.43490 -0.98853 4.50882
C 0.59357 2.21784 1.90725
H -1.16436 -0.76552 -2.46023
C -4.18259 -2.18950 2.32121
C 0.89007 -0.43555 -2.94904
H 2.85385 0.00954 -3.65186
C 1.32399 0.68043 -5.02582
C 1.15282 3.25751 1.19380
H 1.30920 4.21979 1.66186
N 0.26183 -3.87592 1.50760
*
```

Charges per atom according to natural (NBO) partitioning, unit e: -0.440 0.198 -0.124 1.692 -0.302 -0.968 -0.187 -0.023 -0.155 0.224 0.013 0.208 -0.314 0.222 0.197 0.103 0.197 -0.295 0.220 2.327 0.203 0.309 -0.500 -1.016 0.221 -0.969 1.305 0.210 0.208 -0.522 -0.293 0.224 -0.430 0.387 0.076 -0.622 -1.060 0.310 -0.426 -0.231 -0.035 -0.514 0.073 0.244 -0.305 -0.348 0.242 -0.230 -0.318 0.205 -1.191